DFT (ωB97M-V/def2-TZVPD) results for an isolated ion of composition C8H10N3O2 and charge +1.

Positions of all 23 atoms, in Å:
C: 2.275 -0.901 -0.040
C: 1.636 0.160 0.242
N: 1.940 1.455 -0.512
N: 0.488 0.264 1.084
C: -0.783 -0.131 0.546
C: -1.048 -1.427 0.282
C: -2.242 -1.782 -0.274
C: -3.275 -0.847 -0.488
C: -2.952 0.463 -0.281
C: -1.685 0.865 0.243
N: -1.387 2.221 0.273
O: -2.282 3.008 0.560
O: -0.288 2.596 -0.179
H: 2.934 -0.842 -0.802
H: 1.911 -1.903 0.352
H: 1.004 1.878 -0.450
H: 2.293 1.104 -1.462
H: 2.753 1.882 -0.096
H: 0.448 1.073 1.715
H: -0.310 -2.260 0.459
H: -2.321 -2.835 -0.551
H: -4.197 -1.237 -0.826
H: -3.730 1.134 -0.388

Force components x, y, z for each atom (eV/Å):
C -1.5 -3.9 1.4
C -2.7 2.7 1.6
N 2.1 -3.7 -1.2
N 0.8 0.1 0.1
C 2.1 2.3 0.6
C 0.9 -2.5 -0.1
C -0.8 -0.6 -0.5
C 2.4 -1.2 0.3
C 0.9 -0.1 1.3
C -2.4 -3.1 -0.9
N -1.4 3.0 -0.5
O 1.5 -1.1 -0.1
O -0.5 0.5 0.6
H 2.4 -0.4 -2.2
H 1.0 1.5 -0.3
H -0.5 1.4 -0.5
H -1.1 1.2 1.3
H -0.1 0.9 0.4
H 0.2 -0.6 -0.5
H -0.7 1.3 0.0
H -0.5 0.3 0.1
H -0.9 0.3 -0.4
H -1.1 1.8 -0.4

Computed properties:
- E_HOMO (eV) = -13.3022
- SMILES = C=C([NH3+])Nc1ccccc1[N+](=O)[O-]
- energy relative to the best compared isomer or geometry (same formula, charge and spin) (kJ/mol) = 523.5
- charge = +1
- HOMO-LUMO gap (eV) = 8.64
- lowest unoccupied orbital energy (eV) = -4.663


DFT (ωB97M-V/def2-TZVPD) results for C8H10N3O2 as an isolated structure.

Positions of all 23 atoms, in Å:
C: 4.048 0.202 -0.174
C: 3.636 -1.109 0.032
C: 3.090 1.290 -0.355
C: 2.278 -1.351 0.060
C: 1.766 1.069 -0.254
C: 1.297 -0.245 -0.005
C: -3.773 0.099 -0.262
C: -0.027 -0.657 0.138
N: -4.609 -0.849 0.096
N: -1.098 0.032 0.309
N: -3.829 1.188 -0.748
O: -2.254 -0.551 0.438
O: -1.168 1.395 0.382
H: 5.019 0.403 -0.385
H: 4.204 -2.021 0.141
H: 3.347 2.267 -0.441
H: 1.718 -2.330 0.227
H: 0.959 1.795 -0.146
H: -0.295 -1.641 -0.041
H: -4.060 -1.671 0.488
H: -5.564 -0.885 -0.403
H: -1.333 1.533 1.351
H: -3.352 2.034 -0.449

Force components x, y, z for each atom (eV/Å):
C -3.7 0.8 -0.7
C -1.2 -0.3 -0.1
C 1.2 -3.6 0.9
C -3.9 1.1 0.5
C -2.5 -1.4 1.4
C 3.8 -1.2 -0.4
C 0.0 0.7 0.4
C -0.7 1.5 -0.6
N 0.3 -2.2 -0.2
N -0.5 0.6 -0.5
N 0.2 1.3 -0.2
O -1.7 -0.9 0.6
O 0.6 0.0 1.4
H 2.9 0.6 -0.1
H 0.9 0.5 -0.1
H 1.5 2.6 -0.5
H 1.7 1.0 -0.3
H 0.9 0.5 -0.7
H -0.2 -2.0 0.1
H -1.9 0.9 -1.0
H 2.3 -0.1 1.4
H 0.1 0.3 -0.8
H 0.0 -0.5 -0.6

Computed properties:
- E_HOMO (eV) = -12.5288
- energy relative to the best compared isomer or geometry (same formula, charge and spin) (kJ/mol) = 597.2
- charge = +1
- HOMO-LUMO gap (eV) = 8.21
- lowest unoccupied orbital energy (eV) = -4.320


DFT (ωB97M-V/def2-TZVPD) results for C8H10NORhSSe3Te as an isolated structure.

Positions of all 26 atoms, in Å:
Rh: -0.275 0.458 -0.311
S: 0.054 0.266 2.203
C: 1.681 0.023 1.684
C: 2.775 0.014 2.551
C: 4.039 -0.039 2.005
C: 4.186 -0.138 0.623
C: 3.047 -0.202 -0.160
N: 1.831 -0.116 0.356
H: 2.610 0.082 3.614
H: 4.908 -0.003 2.645
H: 5.161 -0.161 0.167
H: 3.100 -0.313 -1.237
Se: -1.329 -1.686 -0.749
Se: -3.515 -1.649 -0.139
Te: -4.155 0.838 0.329
Se: -2.135 2.063 -0.308
C: 0.969 -0.765 -4.030
C: 0.239 0.328 -3.301
C: -1.129 0.678 -3.812
O: 0.710 0.855 -2.301
H: 0.766 -0.727 -5.096
H: 0.611 -1.722 -3.647
H: 2.038 -0.702 -3.849
H: -1.150 0.714 -4.899
H: -1.450 1.631 -3.392
H: -1.828 -0.097 -3.490

Force components x, y, z for each atom (eV/Å):
Rh -0.3 -0.2 0.6
S -0.2 0.2 0.0
C -0.2 -0.1 0.3
C 0.3 0.0 -0.2
C -0.2 0.0 0.0
C 0.0 -0.1 -0.2
C 0.5 0.0 -0.1
N -0.3 0.1 0.1
H 0.0 0.1 0.1
H 0.1 0.0 0.0
H 0.1 -0.1 -0.1
H 0.0 0.1 0.0
Se 0.2 0.1 0.0
Se -0.4 0.6 0.1
Te 0.5 -0.5 -0.3
Se -0.4 -0.2 0.1
C 0.2 0.2 0.1
C -0.2 -0.1 0.0
C 0.0 0.3 0.2
O 0.3 -0.1 -0.8
H 0.0 -0.1 -0.1
H -0.1 -0.1 0.0
H 0.0 0.0 0.1
H 0.0 0.0 -0.1
H 0.0 -0.1 0.0
H 0.0 -0.1 0.0

Computed properties:
- E_HOMO (alpha / beta) (eV) = -7.0811 / -7.3759
- energy relative to the best compared isomer or geometry (same formula, charge and spin) (kJ/mol) = 17.9
- charge = 0
- 2S+1 = 5
- HOMO-LUMO gap (alpha / beta) (eV) = 6.40 / 5.28
- lowest unoccupied orbital energy (alpha / beta) (eV) = -0.685 / -2.091


DFT (ωB97M-V/def2-TZVPD) results for C8H10NOS as an isolated structure.

Positions of all 21 atoms, in Å:
C: -2.301 0.551 1.194
C: -3.554 0.225 0.668
C: -1.764 -0.365 -0.843
C: -1.305 0.296 0.269
C: 2.322 -0.850 -0.097
C: 1.008 -1.296 0.209
C: 2.344 0.685 -0.545
C: 0.166 0.571 0.332
N: 0.927 1.058 -0.639
O: 0.526 1.554 -1.657
S: -3.460 -0.576 -0.793
H: -2.192 1.161 2.085
H: -4.570 0.373 1.115
H: -1.252 -0.612 -1.744
H: 2.976 -1.080 0.729
H: 2.693 -1.408 -0.911
H: 0.311 -1.495 -0.633
H: 0.829 -1.674 1.206
H: 2.915 1.308 0.306
H: 2.817 0.798 -1.559
H: 0.564 0.774 1.309

Force components x, y, z for each atom (eV/Å):
C -2.2 1.2 0.2
C -0.4 0.2 1.9
C -1.2 0.1 -0.2
C 1.9 -0.1 -1.8
C 2.6 1.7 -0.5
C -3.8 2.7 -0.4
C 3.0 -0.6 1.7
C -2.4 -3.3 3.1
N 0.5 0.5 -2.0
O -0.1 0.1 -0.1
S 0.8 0.0 -0.6
H 0.1 -0.3 0.0
H 1.3 -0.1 -0.3
H 0.4 -0.2 -0.4
H 0.4 0.5 0.3
H 0.6 -0.8 -1.1
H 0.7 -0.7 1.0
H -0.5 -0.3 -0.2
H -1.5 -1.0 -2.2
H -0.6 0.3 1.2
H 0.4 0.1 0.4

Computed properties:
- E_HOMO (alpha / beta) (eV) = -12.5131 / -12.5130
- energy relative to the best compared isomer or geometry (same formula, charge and spin) (kJ/mol) = 373.1
- charge = +1
- HOMO-LUMO gap (alpha / beta) (eV) = 6.06 / 6.06
- lowest unoccupied orbital energy (alpha / beta) (eV) = -6.451 / -6.453


DFT (ωB97M-V/def2-TZVPD) results for the molecule C8H10O.

Positions of all 19 atoms, in Å:
C: 2.909 0.004 0.064
C: 1.392 -0.073 0.150
C: 0.684 -1.225 0.317
C: -0.754 -1.022 0.251
C: -1.158 -0.557 -1.122
C: -0.946 0.410 0.151
C: -2.256 1.077 0.608
C: 0.442 0.998 -0.015
O: 0.572 2.131 -0.338
H: 3.095 0.551 -1.006
H: 3.314 -1.086 0.071
H: 3.390 0.556 0.798
H: 1.015 -2.258 0.365
H: -1.333 -1.801 0.880
H: -0.391 -0.564 -1.869
H: -2.123 -0.664 -1.434
H: -2.975 0.280 0.536
H: -2.742 1.914 -0.008
H: -2.135 1.330 1.600

Force components x, y, z for each atom (eV/Å):
C -1.0 -1.5 -4.2
C 1.4 -2.6 1.0
C 1.2 0.6 -0.3
C -1.2 -2.6 1.4
C 2.2 0.9 2.1
C -1.5 0.2 -2.1
C 0.2 -0.1 -2.7
C -2.4 -0.3 0.5
O 1.2 2.2 -0.4
H 0.1 -1.4 2.5
H -0.5 2.0 -0.2
H 0.7 1.1 1.4
H 0.6 0.3 0.1
H 0.5 1.7 -1.2
H 0.2 0.0 -0.3
H -2.5 -0.2 -0.8
H -0.5 -0.4 0.3
H 1.4 -0.9 0.8
H -0.1 0.9 2.2

Computed properties:
- E_HOMO (eV) = -9.2115
- SMILES = CC1=C[C@@H]2C[C@]2(C)C1=O
- energy relative to the best compared isomer or geometry (same formula, charge and spin) (kJ/mol) = 217.7
- charge = 0
- HOMO-LUMO gap (eV) = 9.80
- lowest unoccupied orbital energy (eV) = 0.593


DFT (ωB97M-V/def2-TZVPD) results for the molecule C8H10OS.

Positions of all 20 atoms, in Å:
C: -1.248 -2.045 -0.937
C: -0.902 -0.754 -0.315
C: -1.952 0.151 0.140
C: -1.607 1.402 0.657
C: -0.386 1.894 0.405
C: 0.704 1.084 0.032
C: 2.040 1.667 -0.077
C: 0.425 -0.241 -0.232
S: 1.925 -1.474 -0.508
O: 2.146 -1.916 1.072
H: -0.548 -2.842 -0.770
H: -2.159 -2.521 -0.706
H: -1.210 -1.975 -2.112
H: -3.027 -0.143 0.394
H: -2.396 1.850 1.322
H: -0.216 2.884 0.852
H: 2.769 0.904 0.118
H: 1.993 2.082 -1.180
H: 2.145 2.583 0.444
H: 1.506 -2.589 1.400

Force components x, y, z for each atom (eV/Å):
C 1.1 -0.7 -3.0
C -1.3 2.5 0.8
C 0.3 -1.7 0.9
C -2.8 -1.5 0.1
C 1.9 1.5 1.6
C -1.7 0.2 0.5
C -0.5 0.8 -3.1
C 0.8 -2.3 -1.0
S -2.3 1.3 0.4
O -0.1 -0.5 0.7
H 0.8 -0.1 0.3
H -1.5 0.2 0.5
H -0.2 0.2 2.1
H 1.7 -0.2 -1.0
H 1.1 0.2 -1.1
H 0.5 -0.3 -0.6
H 0.7 0.2 -0.2
H 1.0 -1.1 1.7
H 0.2 0.6 1.1
H 0.5 0.6 -0.8

Computed properties:
- E_HOMO (eV) = -8.7345
- SMILES = Cc1cccc(C)c1SO
- energy relative to the best compared isomer or geometry (same formula, charge and spin) (kJ/mol) = 82.3
- charge = 0
- HOMO-LUMO gap (eV) = 9.18
- lowest unoccupied orbital energy (eV) = 0.442


DFT (ωB97M-V/def2-TZVPD) results for the molecule C8H10S2.

Positions of all 20 atoms, in Å:
C: -0.687 1.859 -1.001
C: -0.478 1.979 -2.372
C: -0.252 0.608 -0.500
C: 0.044 -0.266 -1.532
C: -0.427 0.245 0.877
C: 0.859 -1.765 0.543
C: -1.903 -0.110 1.247
C: 2.258 -1.322 0.889
S: 0.176 0.582 -3.090
S: 0.507 -1.913 -1.174
H: -1.042 2.660 -0.407
H: -0.762 2.761 -3.084
H: 0.009 0.858 1.550
H: 0.265 -2.279 1.189
H: -2.314 0.843 1.493
H: -1.784 -0.743 2.112
H: -2.314 -0.547 0.355
H: 2.445 -0.385 0.354
H: 3.032 -1.996 0.647
H: 2.370 -1.069 1.903

Force components x, y, z for each atom (eV/Å):
C 1.1 0.2 -2.5
C -0.6 0.5 0.5
C -0.7 -0.1 -1.9
C 1.0 1.3 0.2
C -1.2 -4.8 -1.9
C 0.2 4.7 -0.9
C 3.1 0.1 -0.5
C -1.1 0.9 -0.8
S -0.5 -1.2 1.5
S -0.1 -0.7 -0.4
H -0.4 0.6 0.5
H 0.2 0.0 0.7
H 1.9 1.6 2.4
H -1.3 -1.9 1.6
H -1.0 0.5 0.3
H -0.8 -0.4 0.2
H -0.7 -0.4 0.1
H 0.1 -0.1 -0.2
H 0.8 -1.1 -0.5
H -0.1 0.1 1.6

Computed properties:
- E_HOMO (alpha / beta) (eV) = -7.5312 / -7.5310
- energy relative to the best compared isomer or geometry (same formula, charge and spin) (kJ/mol) = 186.1
- charge = 0
- HOMO-LUMO gap (alpha / beta) (eV) = 7.82 / 7.82
- lowest unoccupied orbital energy (alpha / beta) (eV) = 0.290 / 0.291


DFT (ωB97M-V/def2-TZVPD) results for a 2-piece molecular cluster, C8H11BF2N2O5 overall.

Positions of all 29 atoms, in Å:
C: 3.537 0.397 1.630
C: 3.039 1.925 1.919
C: 1.938 2.303 0.789
C: 0.653 1.352 1.096
C: -0.518 1.614 2.092
N: -1.335 0.400 1.949
C: -0.700 -0.477 1.000
O: -1.088 -1.781 0.558
N: 0.520 0.042 0.421
H: 4.515 0.225 2.202
H: 2.720 -0.354 1.970
H: 3.646 0.224 0.489
H: 3.900 2.672 2.003
H: 2.452 1.874 2.917
H: 1.657 3.411 0.761
H: 2.311 2.033 -0.273
H: -0.648 2.541 2.742
H: -2.203 0.185 2.479
H: -0.301 -2.383 0.701
H: 1.167 -0.344 -0.279
B: -3.510 -1.968 -3.948
O: -3.580 -2.613 -2.623
C: -2.612 -2.094 -1.879
O: -2.387 -2.404 -0.727
C: -1.870 -1.101 -2.659
O: -0.925 -0.446 -2.267
O: -2.386 -1.015 -3.877
F: -4.731 -1.270 -4.222
F: -3.262 -2.949 -4.962

Force components x, y, z for each atom (eV/Å):
C -0.5 0.6 0.0
C -1.0 -1.1 -0.1
C -0.5 -1.1 0.2
C -1.8 1.2 1.6
C 4.0 -2.6 -4.5
N 3.0 -0.5 -2.3
C 1.5 -1.6 -1.1
O 3.8 4.7 5.2
N -4.4 3.5 5.2
H -1.5 -0.1 -1.0
H 1.5 1.3 -0.3
H 0.3 0.3 1.9
H -1.3 -1.1 -0.3
H 1.2 0.4 -1.5
H 0.2 -1.7 0.3
H -0.5 0.4 1.7
H -0.2 -1.8 -1.1
H 1.1 -0.1 -0.9
H -0.9 0.9 -0.2
H -1.0 0.1 0.4
B -1.9 -0.6 -2.4
O 1.0 0.6 0.6
C -2.2 -2.6 1.4
O -2.7 -1.1 -3.5
C 1.3 2.1 -2.3
O -0.1 -0.3 0.3
O 0.6 0.0 1.3
F 1.3 -0.6 0.3
F -0.2 1.0 1.1

Computed properties:
- E_HOMO (eV) = -9.1800
- charge = 0
- HOMO-LUMO gap (eV) = 8.47
- lowest unoccupied orbital energy (eV) = -0.707


DFT (ωB97M-V/def2-TZVPD) results for the molecule C8H11BN2O2.

Positions of all 24 atoms, in Å:
B: -0.875 -0.731 0.000
C: 0.425 -2.203 2.345
C: -0.458 -2.693 1.331
C: 1.134 -3.005 3.139
C: -1.260 1.388 -0.523
C: -1.842 2.572 -0.657
C: 0.036 0.967 -1.188
C: -0.032 1.025 -2.728
C: 1.174 1.851 -0.680
N: -1.021 -2.083 0.403
N: 1.701 -3.495 4.093
O: -1.764 0.312 0.155
O: 0.153 -0.434 -0.847
H: 0.656 -1.076 2.358
H: -0.720 -3.868 1.400
H: -2.701 2.736 -0.015
H: -1.415 3.351 -1.396
H: -0.167 1.982 -3.013
H: -0.938 0.536 -3.224
H: 0.769 0.628 -3.308
H: 1.506 1.637 0.248
H: 0.954 2.829 -0.764
H: 2.046 1.604 -1.315
H: 2.639 -3.831 4.186

Force components x, y, z for each atom (eV/Å):
B 0.2 -0.9 -0.8
C -2.6 3.0 -3.9
C 0.8 -4.7 4.2
C 2.9 -1.0 3.1
C 0.2 0.1 -1.2
C 0.5 0.7 -0.4
C -0.2 -0.5 -1.1
C -2.0 -2.6 0.2
C 1.0 -3.6 -3.5
N -1.9 2.7 -2.5
N -1.6 -1.2 -0.2
O -0.4 0.5 0.8
O 0.8 1.1 0.4
H -0.2 -1.6 -0.2
H 0.9 2.4 0.1
H -0.1 0.4 -0.5
H -0.8 -1.4 1.7
H -0.2 3.6 -0.9
H 0.8 0.2 1.3
H 1.2 -0.4 0.3
H 0.5 -0.8 3.4
H -0.9 3.3 -0.4
H -0.2 0.4 0.1
H 1.1 0.3 0.1

Computed properties:
- E_HOMO (alpha / beta) (eV) = -5.2660 / -9.0100
- energy relative to the best compared isomer or geometry (same formula, charge and spin) (kJ/mol) = 0.0
- charge = 0
- 2S+1 = 3
- HOMO-LUMO gap (alpha / beta) (eV) = 5.71 / 6.26
- lowest unoccupied orbital energy (alpha / beta) (eV) = 0.440 / -2.748


DFT (ωB97M-V/def2-TZVPD) results for C8H11BrF6IN3O4S as an isolated structure.

Positions of all 35 atoms, in Å:
C: 1.615 2.155 0.725
C: 1.070 2.219 -0.675
O: 1.000 3.305 -1.225
N: 0.649 1.060 -1.360
C: 0.156 1.366 -2.701
C: -0.175 0.134 -0.597
C: 0.684 -1.055 -0.091
F: 0.555 -2.008 -1.067
O: 2.026 -0.722 -0.009
C: 2.704 -1.275 1.109
N: 4.035 -0.749 1.163
I: 2.850 -3.415 1.007
N: -0.955 0.809 0.485
Br: -2.172 2.048 -0.283
S: -1.805 -0.199 1.562
O: -0.896 -0.806 2.483
O: -2.855 0.561 2.159
C: -2.681 -1.581 0.675
F: -1.822 -2.374 0.012
F: -3.232 -2.297 1.677
C: -3.823 -1.199 -0.308
F: -4.686 -0.337 0.216
F: -4.470 -2.343 -0.592
F: -3.319 -0.710 -1.445
H: 2.663 2.418 0.687
H: 1.119 2.934 1.289
H: 1.453 1.225 1.244
H: -0.653 2.085 -2.724
H: -0.140 0.442 -3.182
H: 0.979 1.763 -3.277
H: -0.855 -0.300 -1.319
H: 0.376 -1.477 0.860
H: 2.198 -0.981 2.021
H: 4.478 -0.953 0.275
H: 3.930 0.259 1.206

Force components x, y, z for each atom (eV/Å):
C -0.4 -0.1 0.0
C -0.1 0.8 -0.5
O 0.3 -0.7 0.1
N -0.9 0.9 0.9
C 0.4 -0.3 -0.3
C 0.9 -0.2 -0.3
C 0.6 0.1 0.1
F -0.1 -0.3 -0.3
O -0.3 -0.1 0.1
C 0.8 0.5 -0.1
N -0.6 -0.1 -0.3
I -0.1 0.0 0.1
N -0.9 -0.8 0.0
Br 0.3 0.1 0.1
S -0.5 1.0 1.9
O 0.6 -0.3 -0.9
O 0.0 0.0 -0.7
C -0.3 -0.6 0.1
F -0.1 0.3 0.2
F 0.2 0.4 -0.3
C -0.4 -0.5 0.0
F 0.3 -0.2 -0.2
F 0.2 0.5 0.0
F -0.1 0.0 0.2
H 0.3 -0.1 0.0
H -0.1 0.2 0.1
H 0.2 -0.2 0.1
H -0.2 0.1 0.1
H -0.2 -0.2 0.0
H 0.2 0.2 -0.1
H -0.2 -0.1 0.0
H -0.3 -0.1 -0.1
H -0.3 -0.3 0.2
H 0.3 -0.1 0.0
H 0.2 0.2 0.1

Computed properties:
- E_HOMO (eV) = -9.7612
- charge = 0
- HOMO-LUMO gap (eV) = 8.76
- lowest unoccupied orbital energy (eV) = -0.997